[1]
ORCA calculation (ωB97M-V/def2-TZVPD) on a structure of composition C14H31F3N5O8V at a distorted geometry.

Structure (ORCA input):
```
! wB97M-V def2-TZVPD RIJCOSX def2/J DEFGRID3
* xyz 1 2
O -2.200 -1.045 0.299
V -0.777 -0.602 -0.058
C 1.515 -2.464 1.449
O 2.488 -1.477 1.825
O 0.362 -1.889 1.189
C 2.156 -3.280 0.329
F 3.138 -4.057 0.823
F 1.251 -4.106 -0.226
F 2.720 -2.588 -0.686
C 3.263 -1.774 2.981
C 3.489 -0.499 3.765
H 2.595 -0.027 4.169
H 4.194 -0.659 4.582
H 3.965 0.209 3.079
H 4.231 -2.174 2.668
H 2.765 -2.509 3.620
H 1.405 -3.202 2.261
O -0.363 0.931 1.319
C 0.130 1.760 2.069
N -0.684 2.471 2.875
C 1.589 2.045 2.171
H -0.330 2.968 3.672
H -1.644 2.144 2.901
H 2.261 1.199 2.065
H 1.846 2.595 3.076
H 1.865 2.731 1.361
O 1.133 0.214 -1.026
C 2.233 0.274 -1.585
N 2.326 0.082 -2.914
C 3.465 0.564 -0.803
H 1.478 -0.130 -3.407
H 3.223 0.130 -3.360
H 3.641 -0.111 0.031
H 3.424 1.582 -0.410
H 4.362 0.593 -1.427
O -0.618 -2.030 -1.618
C -0.518 -2.608 -2.700
N -1.488 -2.512 -3.640
C 0.536 -3.638 -2.986
H -2.247 -1.890 -3.412
H -1.596 -3.287 -4.269
H 1.551 -3.265 -2.899
H 0.404 -3.998 -4.008
H 0.392 -4.476 -2.314
O -1.474 0.981 -1.374
C -1.934 1.793 -2.167
N -2.361 2.980 -1.691
C -2.129 1.495 -3.621
H -2.206 3.122 -0.704
H -2.628 3.697 -2.342
H -1.510 2.107 -4.275
H -3.169 1.690 -3.898
H -1.962 0.439 -3.811
O -3.262 1.351 1.360
C -4.369 1.860 1.302
N -5.005 1.993 0.113
C -5.035 2.442 2.527
H -4.559 1.581 -0.687
H -5.807 2.580 -0.024
H -4.554 2.035 3.411
H -6.080 2.136 2.477
H -4.890 3.520 2.576
*
```

Properties
HOMO-LUMO gap (alpha / beta) = 0.3259 / 0.3268 Ha
largest force on an atom = 2.68 eV/Å
HOMO energy (alpha / beta) = -11.00 / -11.02 eV
<S²> = 0.77
energy = -2671.37198 Ha

[2]
ORCA calculation (ωB97M-V/def2-TZVPD) on a structure of composition C14H32AsIN6O5Os at a distorted geometry.

Structure (ORCA input):
```
! wB97M-V def2-TZVPD RIJCOSX def2/J DEFGRID3
* xyz 2 1
Os -0.257 -0.990 -0.834
N 1.061 -1.106 1.225
C 1.087 0.156 1.986
C 1.358 -0.002 3.486
C 0.525 -1.072 4.205
C -0.994 -0.881 4.141
N -1.381 0.324 4.848
C -2.446 1.075 4.589
N -3.426 0.643 3.802
N -2.581 2.248 5.202
C -0.223 0.966 1.708
O -0.678 1.708 2.557
O -0.710 0.803 0.544
H 0.683 -1.840 1.822
H 2.010 -1.386 0.984
H 1.871 0.793 1.556
H 1.175 0.978 3.933
H 2.410 -0.247 3.636
H 0.829 -1.085 5.253
H 0.762 -2.069 3.822
H -1.482 -1.755 4.595
H -1.328 -0.799 3.102
H -0.698 0.686 5.498
H -3.397 -0.252 3.346
H -4.201 1.243 3.569
H -1.828 2.652 5.731
H -3.377 2.834 5.012
C -2.126 1.180 -4.458
C -1.633 0.290 -3.373
N -1.362 0.709 -2.183
O -1.495 2.000 -1.832
C -1.384 -1.126 -3.549
C -1.806 -1.932 -4.721
N -0.733 -1.730 -2.564
O -0.327 -2.914 -2.612
H -1.737 2.188 -4.310
H -3.213 1.251 -4.413
H -1.839 0.815 -5.439
H -1.312 2.014 -0.864
H -2.700 -1.530 -5.189
H -1.979 -2.958 -4.386
H -1.019 -1.984 -5.476
I -3.398 -1.077 0.301
C -1.654 -2.322 0.026
H -1.961 -3.127 -0.646
H -1.425 -2.751 1.000
C 4.139 -1.073 -2.482
As 3.001 0.504 -2.296
C 2.783 1.395 -4.014
C 3.796 1.794 -1.063
O 1.521 0.056 -1.691
H 5.179 -0.776 -2.605
H 3.808 -1.633 -3.357
H 4.039 -1.712 -1.604
H 3.766 1.661 -4.404
H 2.196 2.305 -3.879
H 2.275 0.739 -4.723
H 4.682 2.229 -1.519
H 4.080 1.306 -0.131
H 3.072 2.585 -0.859
*
```

Properties
HOMO-LUMO gap (alpha / beta) = 0.2193 / 0.2164 Ha
largest force on an atom = 3.38 eV/Å
energy relative to the best compared isomer or geometry (same formula, charge and spin) = 86.95 kcal per mole
HOMO energy (alpha / beta) = -13.45 / -13.45 eV
energy = -3880.87221 Ha